{"formula": "C39H81N3O16P2S4", "method": "ωB97M-V with the def2-TZVPD basis set", "smiles": "CCP(C)[C@@]1(CCN)C(=O)N[C@](C[C@@H](C)OCc2ccccc2)(P(N)O)[C@@H]1CCCCCCCOC.CCOS(C)(=O)=O.CCOS(C)(=O)=O.CCOS(C)(=O)=O.CCOS(C)(=O)=O", "homo_energy_ev": -7.69, "e_tot_ha": -5178.09538, "multiplicity": 1, "molar_mass_g_mol": 1038.298, "elements": ["C", "H", "H", "H", "C", "H", "H", "H", "O", "H", "C", "C", "C", "C", "O", "C", "C", "H", "S", "H", "C", "N", "C", "H", "H", "H", "C", "H", "H", "H", "C", "O", "H", "H", "C", "H", "C", "S", "C", "H", "O", "O", "H", "H", "O", "O", "H", "H", "H", "H", "C", "H", "S", "N", "H", "H", "H", "C", "O", "H", "H", "C", "H", "H", "H", "C", "O", "C", "H", "C", "H", "H", "H", "H", "C", "H", "H", "O", "H", "O", "H", "H", "H", "H", "H", "C", "C", "C", "O", "H", "H", "H", "H", "H", "H", "H", "C", "H", "H", "O", "H", "H", "C", "C", "C", "H", "C", "P", "H", "H", "H", "H", "O", "C", "C", "H", "C", "H", "H", "H", "H", "C", "H", "H", "P", "C", "O", "H", "N", "H", "H", "O", "H", "C", "H", "H", "C", "C", "H", "H", "S", "H", "C", "H", "H"], "coordinates": [[-0.582099, -8.432572, -1.501186], [-8.884323, 0.172885, -1.721982], [0.928312, -0.244012, -3.513467], [1.061654, -0.912512, 2.600373], [2.561111, 0.444535, 2.179734], [-1.293710, 1.027641, 0.004778], [-6.468351, 7.090173, 3.623230], [6.032912, -1.076137, 2.681475], [0.544546, 4.678890, 4.684157], [-0.776945, -6.877400, -0.007034], [-0.805711, -7.941309, -0.229163], [3.817261, 6.524297, 5.426226], [-0.042963, -1.139347, -0.581465], [2.013706, -6.388768, -1.441539], [6.407660, -1.750848, -4.422619], [-1.094084, -1.071153, 0.561536], [5.823048, -1.285285, 1.625970], [0.226934, -0.138583, -0.932141], [7.455118, -1.085001, -3.702241], [-0.979290, -11.722516, -0.717211], [-0.111422, 3.781263, 1.091085], [1.702969, -0.687730, -3.024595], [5.067027, -2.638882, 1.541188], [-4.510352, 3.139901, 0.884064], [-3.206976, 0.981582, 2.192069], [1.709115, -0.222551, 3.901373], [0.985338, 3.121468, -0.906389], [9.530455, -0.402127, -5.441967], [7.543546, 0.165916, -1.715860], [-2.124316, 3.980017, 1.894351], [-0.908962, -10.642616, -0.587765], [-6.701786, 3.700804, 2.746367], [2.423076, -7.057416, -2.214413], [-6.087884, 3.309075, 0.065859], [-1.141351, -10.146731, 0.680760], [-0.384178, -4.011770, -1.222196], [-0.876729, 6.527999, 5.852084], [0.630414, 6.052860, 5.075169], [1.554291, -3.081696, -1.401486], [-0.295040, 1.812310, 2.623845], [-0.363643, -6.134733, -2.217635], [-6.880545, 5.663313, 1.269046], [2.830828, -4.754953, 0.901139], [-1.375043, -10.785373, 1.527587], [0.736248, 2.827403, 0.455211], [-8.227787, 1.449088, -3.162322], [-1.635707, 6.586247, 5.073895], [-8.523275, 6.853452, 1.373135], [-1.187242, -7.591734, -3.346159], [0.758783, -2.663981, 0.571224], [-0.325301, -7.475558, -2.667390], [1.212331, -5.137487, -3.076181], [-5.910003, 4.634918, 2.004950], [3.011128, -3.159892, -1.160855], [2.847825, -5.726150, -1.178479], [-6.480563, 3.452253, -5.401588], [-8.376873, 5.731287, 2.716017], [1.159891, -2.058116, -0.258799], [1.571047, 6.168032, 6.357843], [1.717493, 0.622327, 0.233089], [-5.935089, 1.952207, -4.601282], [-1.064258, -8.774903, 0.838656], [-2.850130, 0.144871, 0.122447], [5.957784, 0.295424, -2.543238], [-10.388095, 2.812923, -2.054027], [2.524030, 0.045154, 0.695455], [2.473924, -3.132465, -4.109988], [-5.280056, 3.840101, 0.562691], [-0.489715, -10.264862, -2.625728], [-10.337257, 1.731798, -1.931208], [-2.018183, 2.918245, 0.487435], [3.036239, -4.711853, 2.701369], [-0.240612, 4.703097, 0.506222], [3.799186, 7.552217, 5.789612], [2.615774, -4.204704, 1.823273], [1.056438, 2.167690, -1.456560], [-0.668918, -1.322240, 1.539800], [0.992697, 7.070058, 4.137572], [-7.392445, 1.940983, -5.646744], [4.403430, -1.272920, -1.207760], [-7.888723, 8.108820, 3.392376], [5.416627, -3.252142, 2.385758], [8.959815, 1.204542, -5.862835], [3.581781, -3.567523, -1.896163], [4.841900, 6.152005, 5.457578], [-2.138518, 0.758376, 2.037620], [-1.859704, 0.286685, 0.577643], [2.909513, 5.645639, 6.265350], [-8.950033, 3.641535, -4.025585], [-1.245840, -8.342465, 1.822256], [-6.549400, 8.148797, 2.224941], [0.790060, -4.702316, -0.110747], [0.563271, -7.727624, -3.259303], [3.518734, 0.209877, 2.670648], [-4.845933, 4.590899, -0.092578], [6.959203, 0.207636, -7.004795], [-8.901171, 1.246036, -1.904175], [-1.148593, 5.777346, 6.589486], [3.288565, 5.601956, 7.285176], [-6.977097, 3.468813, -2.516172], [6.379089, -1.179977, -1.653657], [-1.760600, 2.392076, 3.376312], [-6.797940, 2.517885, -4.943055], [3.448870, -1.877657, -0.755648], [7.873411, -0.362750, -6.837010], [0.347552, 4.021766, 2.061072], [-0.638426, -9.810306, -1.645328], [3.237570, -2.465558, 1.823380], [-0.572164, -1.620122, -1.422295], [5.261258, -0.462833, 1.178792], [-10.842617, 1.475342, -0.999618], [3.352120, -2.729521, -3.979365], [8.669877, -1.767574, -3.374612], [8.634830, 0.187990, -5.646261], [-7.142522, 7.504722, 2.874818], [0.175051, 3.690064, -1.384648], [0.672289, -4.302079, -1.123773], [2.510305, -0.521529, -3.629613], [-1.907548, -0.047956, 2.746967], [3.498692, 6.543097, 4.384768], [3.459991, 0.427351, 0.254892], [-1.350124, 2.029152, 2.419681], [7.583370, -1.400273, -6.676426], [2.503385, 1.546874, 2.195411], [1.334382, -2.394828, -3.149416], [2.471244, -1.470401, 0.374868], [-4.844337, 5.366156, 2.621298], [-8.338046, 1.720405, -1.097903], [1.401262, -0.024580, 2.953777], [1.532455, -4.171453, 2.003613], [8.490280, -0.321526, -7.735509], [7.820192, 0.271699, -4.463460], [2.885662, 4.622697, 5.884264], [6.765790, -0.370093, -2.255760], [-0.741654, 7.502515, 6.314452], [-1.853913, -1.842597, 0.358593], [0.920637, -5.510474, -2.079873], [-1.503090, 3.210377, 1.415520], [5.316208, -3.220547, 0.638906], [1.672196, -6.983156, -0.591834], [-7.801608, 2.932455, -3.556641], [-10.877686, 1.284655, -2.765983], [-7.814665, 6.408736, 2.070038], [6.788656, -1.421136, 1.121456], [1.959505, 3.620198, -1.034372]], "forces_ev_per_a": [[0.36, 0.19, -0.03], [0.21, -0.01, -0.24], [0.05, 0.03, 0.15], [0.18, 0.01, 0.01], [-0.30, 0.78, 0.05], [-0.16, -0.03, 0.20], [-0.03, -0.01, 0.00], [-0.14, 0.21, -0.25], [0.22, 0.01, -0.26], [0.01, -0.12, -0.38], [0.06, 0.78, 0.48], [-0.14, 0.11, -0.22], [-0.30, -0.42, -0.04], [0.32, 0.05, -1.47], [0.13, -0.25, -0.03], [-0.35, 0.35, -0.80], [0.05, -0.81, 0.06], [0.14, -0.22, 0.19], [-0.22, 0.67, 0.37], [0.12, 0.24, -0.26], [-0.66, 0.21, 0.85], [0.78, -0.97, -0.56], [-0.11, -0.08, -0.25], [-0.02, 0.05, 0.13], [0.20, -0.10, -0.23], [-0.16, 0.03, -0.06], [0.24, -0.72, -0.38], [-0.09, -0.05, 0.15], [0.05, 0.02, -0.12], [0.24, 0.07, -0.26], [-0.32, -1.13, 0.52], [0.05, 0.15, 0.34], [-0.09, -0.09, 0.40], [-0.02, 0.09, -0.03], [0.10, 0.40, 0.10], [0.30, 0.14, -0.13], [-0.03, 0.00, 0.13], [-0.34, 0.24, 0.55], [0.91, 1.20, 1.30], [-0.22, -0.14, -0.34], [0.76, -0.30, -0.24], [0.09, -0.13, -0.10], [-0.02, -0.04, 0.25], [0.07, -0.01, -0.21], [-0.43, 0.47, -0.48], [0.16, 0.04, -0.14], [0.07, -0.05, -0.05], [0.13, -0.19, -0.22], [0.28, 0.07, 0.05], [-0.06, -0.24, -0.53], [-1.19, -0.30, 0.14], [0.19, -0.26, 0.23], [0.09, -0.05, -0.85], [0.66, 0.22, -0.29], [-0.22, -0.22, 0.24], [-0.05, 0.04, 0.07], [0.13, -0.12, -0.04], [-0.70, -0.14, 1.36], [-0.19, 0.02, 0.03], [0.00, -0.42, 0.00], [-0.03, 0.00, 0.02], [-0.34, -0.16, 0.79], [0.41, 0.08, -0.34], [-0.04, -0.07, 0.02], [0.01, -0.01, 0.03], [0.55, -0.01, 0.37], [0.51, 1.12, 1.17], [-0.07, -0.02, -0.07], [0.04, 0.16, 0.12], [-0.03, 0.25, -0.16], [0.15, 0.00, 0.18], [0.12, 0.17, -0.27], [0.40, -0.18, -0.02], [0.05, -0.03, 0.05], [-0.10, 0.23, -0.37], [0.01, 0.18, 0.19], [0.08, 0.33, -0.17], [0.09, -0.19, -0.24], [-0.02, 0.01, 0.03], [-0.68, -0.74, 0.48], [-0.07, -0.02, -0.09], [-0.30, 0.01, -0.19], [-0.11, 0.07, 0.28], [-0.14, 0.09, 0.00], [-0.03, -0.04, 0.11], [0.22, 0.63, -0.22], [-0.25, -0.79, 1.08], [0.68, -0.17, -0.17], [0.02, 0.24, 0.19], [0.08, -0.02, -0.20], [-0.07, 0.02, -0.02], [0.14, 0.43, -0.07], [0.01, 0.09, 0.30], [-0.22, -0.32, -0.27], [-0.04, 0.01, 0.01], [0.06, 0.05, -0.03], [-0.45, 0.00, 0.57], [0.03, 0.00, -0.01], [-0.30, 0.06, 0.09], [-0.14, 0.17, 0.17], [0.01, -0.07, -0.06], [0.21, -0.20, -0.12], [0.08, -0.10, -0.02], [-0.61, -0.07, 0.30], [-0.17, -0.21, 0.07], [0.04, 0.17, -0.32], [0.16, -0.15, -1.13], [-0.26, 0.22, 1.55], [0.25, 0.27, 0.01], [0.27, -0.10, 0.00], [0.07, -0.10, 0.00], [0.11, -0.36, -0.19], [-0.02, -0.25, -0.26], [0.27, -0.14, -0.61], [0.25, -0.07, 0.10], [0.21, 0.06, 0.24], [0.20, -1.11, -1.33], [0.15, 0.33, 0.42], [0.02, 0.17, -0.15], [0.01, -0.03, 0.01], [-0.29, -0.06, -0.01], [-0.59, 0.24, 0.31], [0.03, 0.01, 0.00], [0.11, -0.25, -0.14], [-2.93, -0.51, -0.72], [1.12, 0.08, -1.93], [-0.06, -0.13, 0.34], [0.09, 0.08, -0.14], [0.15, -0.10, 0.03], [0.23, -0.05, -0.15], [0.04, 0.10, 0.05], [-0.07, -0.01, 0.12], [-0.18, 0.04, -0.05], [0.52, 0.28, -0.09], [0.03, -0.01, -0.02], [0.36, -0.06, 0.22], [-0.44, 0.75, 0.97], [0.45, -0.48, 0.23], [-0.08, 0.33, 0.05], [0.01, 0.30, -0.03], [0.10, -0.54, -0.38], [0.00, -0.06, 0.05], [-0.33, 0.40, 0.46], [-0.21, 0.33, 0.05], [-0.35, 0.17, 0.05]], "lowdin_charge": [-0.1888, 0.1222, 0.0299, 0.0201, -0.3053, 0.0840, 0.0673, 0.0699, -0.2773, 0.1138, -0.0535, -0.0759, -0.1722, -0.0279, -0.2926, -0.1708, -0.1480, 0.0760, 0.5790, 0.1054, -0.2171, -0.1369, -0.4048, 0.0565, 0.0987, 0.0716, -0.1089, 0.1152, 0.0816, 0.1047, -0.1014, -0.2749, 0.0826, 0.0561, -0.0944, 0.1303, -0.1175, 0.5677, -0.4800, 0.0831, -0.1370, -0.2597, 0.0150, 0.1030, -0.2112, -0.2616, 0.0780, 0.1213, 0.1358, 0.0996, -0.1581, 0.1220, 0.5712, 0.0756, 0.0666, 0.0772, 0.1152, -0.2330, -0.2625, 0.0838, 0.0748, -0.0874, 0.1052, 0.0755, 0.0695, -0.1483, -0.2984, -0.1116, 0.1172, -0.0737, 0.0981, 0.0411, 0.1192, 0.0848, -0.2758, 0.0673, 0.0850, -0.2749, 0.0759, 0.0378, 0.0805, 0.0733, 0.1201, 0.1251, 0.0810, -0.1911, -0.1764, -0.2531, -0.2701, 0.1056, 0.0848, 0.0994, 0.1282, 0.0795, 0.0828, 0.0836, -0.2483, 0.0754, 0.1205, -0.2794, 0.0405, 0.1079, -0.1206, -0.4803, -0.0774, 0.1102, -0.0549, 1.0391, 0.0926, 0.0437, 0.0825, 0.0475, -0.2738, -0.2563, -0.0765, 0.0895, -0.1208, 0.0416, 0.1002, 0.0688, 0.1120, -0.1928, 0.0677, 0.1042, 0.9141, -0.3670, -0.2859, 0.1104, 0.0084, 0.0315, 0.0804, -0.2640, 0.1154, -0.1339, 0.0749, 0.1116, -0.3563, -0.1695, 0.0741, 0.0857, 0.5713, 0.0855, -0.2537, 0.0702, 0.0914]}